Entry from the OMol25 dataset: a structure of composition C41H74N4O22S (ωB97M-V/def2-TZVPD).

Structure (XYZ):
```
142
Properties=species:S:1:pos:R:3:forces:R:3
S 1.42939 1.54759 0.06463 -0.174 0.019 0.064
O -3.04862 1.00266 2.51993 0.034 -0.020 -0.022
O 0.54412 -5.78427 6.60150 0.001 0.049 0.013
O -7.43746 2.51024 0.18140 0.052 0.016 0.123
O -1.25385 -0.13060 2.90302 0.044 0.030 -0.009
O -7.46083 0.15035 -6.90256 0.004 0.012 -0.013
O -7.47580 -0.77119 -4.84222 0.031 -0.030 0.020
O 6.98713 -4.56714 -4.40615 -0.065 0.037 0.012
O -14.45553 0.19882 1.65128 0.005 -0.045 -0.001
O 4.79570 -3.28530 0.96578 -0.177 0.139 -0.200
O -1.66724 -5.95402 6.15541 -0.036 -0.014 -0.028
O -0.63404 -3.98059 6.52149 0.014 0.045 0.011
O 7.83318 5.13274 1.37246 -0.016 0.037 -0.024
O -2.75119 0.10487 4.57492 0.003 0.013 0.047
O -16.08904 1.65091 1.08814 -0.008 0.012 -0.010
O -14.05744 2.13211 0.54632 -0.013 0.038 0.044
O 8.88327 -3.63538 -4.83960 -0.053 0.014 0.003
O -9.64470 2.91216 0.46406 0.069 -0.048 0.048
O 7.14571 3.74791 3.01830 -0.016 -0.012 0.015
O -7.99568 1.39657 -5.22500 0.007 -0.009 -0.043
O -8.94952 0.87195 0.52940 -0.032 -0.030 0.015
O 8.86509 -5.79948 -4.17976 0.003 -0.048 -0.030
O 9.24528 4.22039 2.88562 -0.032 -0.023 0.026
N 4.61552 -3.94158 -1.23339 0.252 0.240 -0.028
N 2.70694 0.61928 0.30384 -0.169 -0.220 0.144
N 7.34271 1.00209 -1.08548 -0.040 0.232 0.000
N 2.06507 2.72398 -0.81198 -0.085 0.072 -0.067
C -12.36440 0.83283 -0.63010 -0.153 -0.062 -0.044
C -14.82521 1.22449 1.14090 -0.006 0.050 0.019
C 5.06451 0.72534 -0.36675 0.453 -0.096 0.052
C 3.72989 1.20733 -0.32057 0.071 0.211 -0.113
C -12.65378 1.81152 0.48646 0.190 -0.076 -0.105
C -1.88050 -3.31753 6.29444 -0.105 0.147 0.034
C 9.52003 1.29595 -2.22964 0.191 -0.162 0.053
C 10.31419 -3.68809 -4.96509 0.284 0.048 -0.018
C -7.89803 -0.09658 0.41306 0.017 -0.105 0.016
C 5.39824 -0.55734 0.34364 0.317 0.239 0.025
C -4.07499 2.85164 3.73959 0.187 -0.024 0.058
C -6.87144 1.78987 -3.08753 0.078 -0.082 -0.112
C 5.63506 -1.71941 -0.62805 -0.036 -0.078 0.052
C 4.98098 -3.01181 -0.18843 0.053 -0.263 0.202
C -9.26239 4.69033 -1.16596 0.025 -0.168 -0.074
C -7.02906 -1.10779 -7.42740 0.012 -0.054 -0.106
C 4.33725 3.16801 -1.67435 -0.402 0.063 0.088
C 8.30499 -4.77165 -4.45459 0.008 0.065 0.066
C 8.02804 1.02651 -2.37158 0.230 0.032 -0.192
C 10.40910 6.36211 2.73747 -0.158 0.021 0.070
C 5.59608 2.68732 -1.69722 0.616 -0.027 -0.169
C -4.29239 1.57770 2.95263 -0.316 0.182 -0.004
C -2.38687 0.31261 3.44538 -0.044 -0.061 -0.066
C -8.18343 1.59151 -3.81351 -0.075 0.087 0.269
C -0.68188 -5.30719 6.39878 0.043 0.016 0.027
C 5.80122 3.92195 2.56443 -0.309 -0.140 0.015
C 8.05326 4.44264 2.33441 0.029 -0.098 -0.018
C -9.40417 4.32104 0.29442 -0.037 0.288 -0.036
C 5.99166 1.47121 -1.05652 -0.501 -0.522 0.362
C 0.76787 -7.62728 5.01610 -0.053 0.147 -0.080
C -7.62577 0.16840 -5.58009 -0.043 0.026 -0.028
C -17.03911 0.75254 1.66550 -0.114 0.001 0.031
C 10.73931 -4.33556 -6.26443 -0.149 -0.074 -0.052
C 3.35747 2.42053 -0.96616 0.088 0.206 -0.152
C 9.97999 -1.04189 -1.28991 0.200 -0.036 0.220
C 10.34294 4.92181 2.27967 0.254 0.093 -0.092
C -0.41527 -0.85351 3.80945 0.226 -0.090 -0.013
C 6.22061 -5.71156 -4.01617 -0.142 -0.066 0.075
C -8.56616 2.13591 0.37626 -0.047 -0.006 -0.046
C 0.67994 -7.20815 6.46711 0.078 -0.281 0.007
C 10.23781 0.45046 -1.17059 -0.148 0.263 -0.116
H 10.63284 -2.64798 -4.92927 -0.093 0.034 -0.003
H 0.00258 -0.18018 4.55626 -0.065 -0.008 0.050
H -12.31750 1.43530 1.45128 -0.086 -0.053 0.013
H 9.95655 0.80131 -0.17645 -0.054 -0.061 0.111
H 10.43924 6.41297 3.82626 0.068 -0.011 -0.003
H 7.61615 1.78074 -3.04530 -0.074 0.044 -0.050
H -7.53991 -0.14451 -0.61387 0.040 0.043 0.004
H 11.82165 -4.27365 -6.37632 0.011 0.017 0.010
H -6.25791 0.89032 -3.13810 -0.045 -0.028 0.011
H 7.89111 1.46864 -0.37414 0.008 0.044 0.018
H 6.24303 -6.47457 -4.79194 0.089 -0.009 0.007
H -8.33888 -1.04740 0.69480 -0.054 0.024 -0.005
H -17.98618 1.28366 1.67288 0.024 0.039 -0.038
H -16.75393 0.48628 2.68062 0.039 -0.030 -0.009
H 5.20185 -5.35877 -3.88414 0.008 0.039 -0.046
H 10.27067 -3.83238 -7.11078 0.050 0.048 0.003
H -3.55673 2.64808 4.67582 -0.044 -0.031 0.016
H 6.58778 -6.12376 -3.07911 0.052 -0.030 -0.022
H -7.05774 2.02115 -2.03820 0.061 0.032 -0.059
H -12.15787 2.75828 0.30201 -0.085 0.098 -0.005
H 0.38868 -1.27990 3.21686 -0.037 0.067 -0.096
H -0.97014 -1.64825 4.29676 -0.037 0.014 0.039
H 10.73584 -4.20424 -4.10335 -0.065 -0.065 0.000
H -10.13102 4.34794 -1.73066 -0.034 0.059 0.023
H 9.99043 1.09832 -3.19429 -0.054 0.025 -0.139
H 10.26669 4.85006 1.19505 -0.090 0.018 0.002
H 11.30430 6.84028 2.34013 0.018 -0.013 -0.004
H 10.36914 -1.56244 -0.41626 0.039 -0.060 0.049
H 6.70517 -1.91926 -0.69751 0.117 -0.050 -0.093
H 5.71772 3.73586 1.49503 0.066 0.117 -0.036
H -8.37169 4.23564 -1.59877 0.031 0.030 0.039
H -12.83581 -0.12988 -0.43519 0.029 -0.002 0.046
H 8.91602 -1.25506 -1.34332 -0.106 -0.048 -0.066
H -6.00786 -1.31774 -7.11387 -0.016 -0.031 0.051
H 11.30436 0.65500 -1.26152 0.113 -0.026 0.074
H -6.30564 2.60825 -3.53498 -0.052 0.051 0.040
H -7.07042 -1.01015 -8.50793 -0.004 0.059 0.007
H -5.03312 3.31760 3.96929 -0.018 -0.004 -0.020
H 5.31369 -1.47410 -1.63856 -0.088 0.067 -0.056
H 3.76176 -3.58643 -1.66062 -0.130 -0.208 0.083
H -4.84050 1.78781 2.03542 0.092 -0.046 -0.068
H -17.12530 -0.14804 1.05973 0.042 -0.032 0.032
H 6.29930 -0.40700 0.93205 0.062 0.006 0.089
H 6.35590 3.25267 -2.21814 0.083 0.054 -0.013
H 4.08810 4.09334 -2.16739 -0.136 0.092 -0.005
H 5.19579 3.19322 3.09664 0.137 -0.047 0.086
H 5.44332 4.92036 2.80954 0.065 0.063 -0.129
H -10.27636 4.80408 0.73134 -0.038 -0.088 0.018
H -1.72472 -2.27429 6.55286 0.074 -0.009 -0.010
H 9.68871 2.35393 -2.02183 -0.016 0.095 0.084
H -8.74440 0.74997 -3.40594 0.045 -0.047 -0.037
H 10.48229 -1.46558 -2.15783 -0.091 -0.022 -0.183
H -7.07556 0.14572 1.08195 0.017 0.042 -0.019
H -0.16429 -7.41719 4.49340 -0.026 -0.031 0.035
H -11.29044 0.67983 -0.72130 0.040 0.022 0.021
H 10.45018 -5.38528 -6.28889 0.030 -0.007 0.045
H -8.80558 2.48192 -3.73746 0.008 0.016 -0.101
H 4.60852 -0.79429 1.04797 -0.145 -0.130 -0.038
H 0.96830 -8.69643 4.94726 0.011 -0.010 0.017
H -9.18187 5.77177 -1.27218 -0.013 0.015 0.013
H 11.22873 4.37465 2.59629 -0.053 -0.055 0.060
H -7.68652 -1.91001 -7.10069 0.012 -0.003 0.049
H 9.53911 6.92003 2.39388 0.013 -0.013 -0.050
H 5.31677 -3.86143 -1.96764 -0.063 0.041 -0.085
H 1.60070 -7.44862 6.99485 0.020 0.095 0.012
H -8.52803 4.61281 0.87147 0.051 -0.078 -0.027
H -0.14560 -7.70228 6.97806 -0.061 0.060 -0.035
H 1.57068 -7.08774 4.51271 0.044 -0.046 0.024
H -2.66696 -3.73518 6.91858 0.008 -0.081 -0.025
H 7.90210 0.06773 -2.87970 -0.184 -0.125 0.057
H -12.75183 1.21427 -1.57636 0.058 0.037 -0.001
H -3.47280 3.55434 3.16280 -0.064 0.023 -0.038
H -2.16373 -3.39544 5.24589 -0.065 -0.075 0.015
H -4.85537 0.84340 3.52823 0.093 -0.038 0.050
```
Positions in Å, forces in eV/Å.

Gap between HOMO and LUMO (eV): 8.30
Multiplicity: 1